# C33H41F3N4O2S2Si2Sn

A molecular structure, C33H41F3N4O2S2Si2Sn (ωB97M-V with the def2-TZVPD basis set, OMol25).

The geometry in XYZ format:
```
88
Properties=species:S:1:pos:R:3
Sn -0.43653 -0.77103 -0.47096
C -0.24192 -2.28633 -3.39881
Si -2.05702 -2.58538 -2.88809
C -2.19473 -4.48915 -2.84165
C -3.18588 -1.77703 -4.19694
N -2.19865 -1.88038 -1.30263
C -3.41182 -1.74717 -0.68955
C -4.58032 -2.37027 -1.13931
C -5.79571 -2.19401 -0.51318
C -5.90295 -1.38504 0.60398
C -4.76399 -0.76038 1.08529
C -3.54720 -0.95315 0.46214
O -2.39258 -0.29650 0.91504
C -2.41782 0.14938 2.21926
C -2.60388 -0.73804 3.27331
C -2.62091 -0.26112 4.57143
C -2.46119 1.09488 4.81641
C -2.26981 1.97135 3.76124
C -2.24158 1.50234 2.46030
H -0.07793 -2.58102 -4.42865
H 0.42503 -2.87891 -2.77884
H 0.02320 -1.23214 -3.29972
H -1.83636 -4.92536 -3.76756
H -3.21109 -4.82708 -2.68867
H -1.59627 -4.89080 -2.03075
H -3.05790 -2.23534 -5.17446
H -2.95382 -0.71903 -4.27987
H -4.23545 -1.84653 -3.93050
H -4.51931 -3.00755 -2.00322
H -6.67105 -2.68879 -0.90851
H -6.85122 -1.23715 1.10062
H -4.82534 -0.11500 1.95048
H -2.73666 -1.79039 3.05964
H -2.76032 -0.95089 5.39386
H -2.47711 1.46415 5.83168
H -2.16347 3.02881 3.94814
H -2.09841 2.16092 1.61963
C 0.54521 -1.84937 2.78969
C 0.74671 -0.37713 2.92773
C 0.77631 0.22626 4.17586
C 1.07967 1.57634 4.25538
C 1.36292 2.27347 3.10363
C 1.26885 1.60741 1.87627
N 0.95129 0.31593 1.80476
N 1.52106 2.29392 0.71390
Si 1.34716 4.06918 0.49893
C 1.29510 4.45856 -1.35346
C -0.28545 4.54758 1.34690
C 2.86867 4.89823 1.32150
H 1.49130 -2.31161 2.50179
H -0.16947 -2.07466 1.99188
H 0.19683 -2.27765 3.72658
H 0.61061 -0.35837 5.06684
H 1.13402 2.07158 5.21304
H 1.68644 3.29795 3.13703
H 0.79075 5.40156 -1.53258
H 0.76047 3.70301 -1.91435
H 2.29290 4.53942 -1.77317
H -1.12947 4.33458 0.70065
H -0.30728 5.60894 1.57296
H -0.43350 4.00997 2.27692
H 3.58450 4.16647 1.68645
H 2.57457 5.52444 2.16008
H 3.40643 5.53040 0.62100
F -1.19522 2.34538 -0.92470
C -1.17728 1.20903 -1.70312
F -2.39942 1.19050 -2.28542
F -0.32214 1.53413 -2.73524
C 3.09188 -4.01818 -1.67918
S 2.40597 -2.41325 -1.06717
O 2.63642 -2.39378 0.38046
C 3.72774 -1.42316 -1.79938
C 3.58055 -0.94446 -3.08909
C 4.59968 -0.18378 -3.63532
C 5.72756 0.11019 -2.88425
C 5.85609 -0.36659 -1.59042
C 4.85049 -1.14574 -1.04569
H 4.10952 -4.13736 -1.32256
H 3.05822 -4.01051 -2.76327
H 2.45902 -4.81008 -1.29114
H 2.67998 -1.15309 -3.64944
H 4.51123 0.19772 -4.64133
H 6.50223 0.73393 -3.30393
H 6.72034 -0.11340 -0.99793
H 4.90141 -1.52695 -0.03623
S 2.10052 1.40474 -0.62010
C 3.73050 1.74096 -0.38004
N 4.82607 2.01645 -0.17230
```

Output
M	821.728	g/mol
LUMO	0.3	eV
HOMO energy	-7.22	eV
DFT total energy	-96353.2911	eV
Kohn-Sham gap	0.2772	Ha

# C33H41MnN5O2S4SbSi2Te

A molecular structure, C33H41MnN5O2S4SbSi2Te (ωB97M-V with the def2-TZVPD basis set, OMol25).

The geometry in XYZ format:
```
90
Properties=species:S:1:pos:R:3
Mn 0.15312 0.50707 0.15631
S 1.99830 -3.11425 3.65838
Sb 1.89967 -0.94008 2.69805
S -0.30502 -0.07171 2.59572
S 2.11837 -1.42422 0.35260
S 3.33130 0.87634 2.75121
O 5.68335 -0.20703 -5.54184
C 4.39672 -0.59618 -5.81616
O 4.20960 -1.36494 -6.74823
C 3.37351 -0.32123 -4.82491
C 3.70248 0.03977 -3.53181
C 2.72538 0.26889 -2.60664
C 1.31211 0.15804 -2.86109
C 0.95136 -0.27796 -4.15204
C 1.96148 -0.52287 -5.10873
N 0.33393 0.62866 -2.01838
C -0.89109 1.05174 -2.43934
C -1.97750 1.33456 -1.58241
C -3.27699 1.78231 -2.03398
C -4.36712 1.67290 -1.18570
C -4.09845 1.13124 0.12965
C -2.82269 0.81439 0.50594
N -1.74865 0.92526 -0.28375
H 6.00036 0.62177 -5.96154
H 4.77742 0.01392 -3.18737
H 3.02329 0.55502 -1.59368
H -0.13190 -0.49876 -4.41351
H 1.66010 -0.88532 -6.06332
H -1.16820 1.23110 -3.47768
H -3.37575 2.03321 -3.05328
H -5.38933 1.98148 -1.38697
H -4.92158 0.99963 0.85436
H -2.64915 0.60604 1.58613
N 0.24811 7.51118 1.60424
C 0.53544 8.84879 1.21802
C 0.13224 10.08238 1.68994
C 0.57426 11.17026 0.96708
C 1.50150 11.05587 -0.05179
C 1.71429 9.82092 -0.66984
C 1.29373 8.68120 -0.01075
N 1.52939 7.38781 -0.30551
C 0.91738 6.70219 0.66912
C 0.98212 5.26674 0.75879
C 1.58581 4.52425 -0.28709
C 1.54373 3.14767 -0.35138
N 1.01836 2.40378 0.70522
C 0.61681 3.06792 1.79387
C 0.47987 4.48913 1.78666
H -0.45643 7.22137 2.29036
H -0.60744 10.17254 2.44899
H 0.19307 12.14434 1.11784
H 2.08112 11.92707 -0.27680
H 2.18321 9.81396 -1.60643
H 2.07068 5.00070 -1.12143
H 1.89497 2.58740 -1.22243
H 0.38622 2.46044 2.66028
H 0.06414 4.92503 2.65539
C -1.54098 -6.43850 -1.04145
Si -2.21978 -4.72692 -0.87013
C -3.66065 -4.94914 0.37257
C -2.97922 -3.93838 -2.37449
C -1.03204 -3.60993 0.08375
Te 0.98361 -4.07709 0.54015
C 1.02237 -5.65455 1.96206
Si -0.01221 -5.94933 3.60805
C -1.20005 -4.70419 4.30938
C -1.09985 -7.46267 3.23239
C 1.40571 -6.48534 4.81889
H -2.23540 -7.20294 -1.43254
H -1.25065 -6.69622 -0.00890
H -0.60182 -6.46218 -1.63276
H -4.34828 -5.67049 0.05055
H -4.25143 -4.06022 0.44291
H -3.37519 -5.14076 1.46531
H -2.21923 -3.66417 -3.08372
H -3.61565 -3.08803 -2.09117
H -3.67677 -4.69749 -2.81099
H -1.57196 -3.43235 1.03393
H -0.86731 -2.64596 -0.44621
H 2.02988 -5.50202 2.43503
H 1.07239 -6.57661 1.37035
H -2.12424 -4.53339 3.66203
H -0.72048 -3.78552 4.50130
H -1.69697 -5.13326 5.18564
H -2.04473 -7.27728 2.68471
H -1.40790 -7.83313 4.24349
H -0.57931 -8.25394 2.66711
H 2.07919 -5.65462 4.97596
H 1.93164 -7.39828 4.53540
H 0.83631 -6.71681 5.73307
```

Output
net charge	+1
M	1028.462	g/mol
LUMO (alpha / beta)	-5.0 / -5.1	eV
HOMO energy (alpha / beta)	-9.92 / -10.06	eV
⟨S²⟩	4.236
DFT total energy	-150672.7865	eV
multiplicity	4
energy relative to the best compared isomer or geometry (same formula, charge and spin)	0.0	kJ/mol
Kohn-Sham gap (alpha / beta)	0.1824 / 0.1840	Ha

# C33H41N3O4Y

A molecular structure, C33H41N3O4Y (ωB97M-V with the def2-TZVPD basis set, OMol25).

The geometry in XYZ format:
```
82
Properties=species:S:1:pos:R:3
Y -0.56961 0.35977 -0.82416
O -0.47895 4.74089 -1.01899
C -0.84557 3.47869 -1.10254
O -0.04174 2.58499 -1.42500
C -2.22296 3.13249 -0.80051
C -3.27544 4.00330 -0.64951
C -4.57440 3.48077 -0.57044
C -4.76431 2.11566 -0.77469
C -3.66777 1.28505 -0.92612
N -2.39145 1.77124 -0.78984
C -3.64675 -0.11015 -1.32922
O -4.74436 -0.83015 -1.49270
O -2.55199 -0.66631 -1.53649
H 0.47368 4.79719 -1.20500
H -3.09837 5.07014 -0.63931
H -5.42190 4.13778 -0.44580
H -5.77478 1.73045 -0.84795
H -5.54049 -0.31044 -1.32312
C 3.89286 1.51096 -3.07046
C 3.96745 0.92821 -1.65603
C 5.38824 0.46428 -1.33018
C 3.46033 1.92650 -0.63272
C 4.09854 3.16014 -0.51187
C 3.63308 4.12833 0.35642
C 2.50658 3.87880 1.13007
C 1.84860 2.65998 1.05066
C 0.64452 2.36435 1.92915
C -0.08992 3.60746 2.42724
C 1.04439 1.48175 3.11400
C 2.34242 1.68240 0.16907
N 1.59266 0.47538 0.04692
C 2.10729 -0.67760 0.46682
C 1.29047 -1.81999 0.46353
N 0.03185 -1.70903 0.04465
C -0.84328 -2.83129 0.15094
C -1.97196 -2.68954 0.97485
C -2.85455 -3.75324 1.08375
C -2.63060 -4.93359 0.39064
C -1.53105 -5.04614 -0.43700
C -0.62467 -3.99888 -0.58666
C 0.52281 -4.15136 -1.56797
C 1.50039 -5.24127 -1.12366
C 0.00286 -4.43165 -2.98136
C -2.18898 -1.41998 1.77981
C -1.34112 -1.43046 3.05275
C -3.65306 -1.14061 2.11213
H 4.19248 0.76337 -3.80636
H 4.55801 2.36898 -3.18002
H 2.88001 1.84300 -3.30859
H 3.31965 0.05100 -1.63261
H 6.08804 1.30137 -1.35903
H 5.72401 -0.27660 -2.05702
H 5.44590 0.01897 -0.33564
H 4.97146 3.36641 -1.11903
H 4.14510 5.07831 0.43668
H 2.15215 4.64419 1.80742
H -0.08837 1.79616 1.32576
H 0.51115 4.14702 3.16035
H -1.01670 3.31504 2.92288
H -0.33522 4.29695 1.61834
H 1.77741 2.01301 3.72371
H 1.49246 0.54297 2.78967
H 0.18179 1.25425 3.74168
H 3.12772 -0.73897 0.83440
H 1.67936 -2.76748 0.82470
H -3.72708 -3.67254 1.71773
H -3.32261 -5.75923 0.49005
H -1.37521 -5.96333 -0.99143
H 1.07078 -3.20871 -1.60820
H 1.00505 -6.21305 -1.08532
H 1.90640 -5.03962 -0.13092
H 2.33265 -5.31733 -1.82495
H -0.51115 -5.39255 -3.03030
H 0.83121 -4.46255 -3.69077
H -0.70077 -3.66176 -3.30335
H -1.84836 -0.56097 1.17293
H -1.63932 -2.27573 3.67545
H -1.48707 -0.51537 3.62944
H -0.27908 -1.53541 2.82922
H -4.02349 -1.84256 2.86001
H -4.28945 -1.22475 1.22975
H -3.75794 -0.13775 2.52923
```

Output
net charge	+1
M	632.614	g/mol
LUMO (alpha / beta)	-3.6 / -3.5	eV
HOMO energy (alpha / beta)	-9.72 / -9.45	eV
DFT total energy	-48588.6320	eV
Kohn-Sham gap (alpha / beta)	0.2258 / 0.2168	Ha

# C33H41N6PbSb

A molecular structure, C33H41N6PbSb (ωB97M-V with the def2-TZVPD basis set, OMol25).

The geometry in XYZ format:
```
82
Properties=species:S:1:pos:R:3
Pb 0.62811 0.30627 0.54173
C 0.13668 0.37510 3.80972
N 0.02497 -0.70164 2.81348
C -1.36266 -1.18605 2.77073
C -2.30366 -0.17850 2.16413
C -3.56080 0.04875 2.71182
C -4.42369 0.93533 2.08623
C -3.99524 1.56860 0.92579
C -2.72523 1.29637 0.45038
N -1.88983 0.43830 1.04810
C 0.92309 -1.81967 3.13848
C 1.49327 -2.56795 1.96358
C 1.99311 -3.85427 2.15520
C 2.72188 -4.45791 1.14519
C 2.90807 -3.77036 -0.04935
C 2.32165 -2.53076 -0.18899
N 1.62905 -1.93673 0.79369
C 1.34846 1.24796 3.60422
C 1.87515 1.98944 4.65870
C 2.99359 2.78067 4.44545
C 3.57672 2.78973 3.18221
C 2.97479 2.05888 2.17625
N 1.87307 1.32597 2.38026
H 0.15373 -0.02039 4.83391
H -0.75304 1.00904 3.72465
H -1.70846 -1.44937 3.77953
H -1.39231 -2.09353 2.15504
H -3.87003 -0.46224 3.60954
H -5.40761 1.12641 2.48506
H -4.64125 2.25759 0.40492
H -2.35217 1.77062 -0.44841
H 0.42284 -2.52617 3.81022
H 1.78811 -1.42823 3.68070
H 1.84113 -4.36705 3.09118
H 3.15400 -5.43726 1.28445
H 3.50288 -4.18972 -0.84473
H 2.42061 -1.96327 -1.10382
H 1.41023 1.95064 5.63124
H 3.41423 3.37205 5.24714
H 4.47438 3.35583 2.98446
H 3.37844 2.04043 1.17521
N 0.23044 3.07949 0.36853
C 0.47949 3.54548 -0.91899
C -0.23801 4.58109 -1.50797
C 0.15176 5.11301 -2.73505
C 1.24961 4.60423 -3.40501
C 1.95118 3.49170 -2.88669
C 3.10926 2.96436 -3.49530
C 3.76952 1.92073 -2.88624
C 3.20293 1.33585 -1.74935
N 2.12839 1.81339 -1.14710
C 1.54011 2.92144 -1.64989
H 1.06766 3.10399 0.93973
H -0.54319 3.54731 0.82844
H -1.05396 5.03764 -0.96685
H -0.37297 5.96934 -3.12975
H 1.60728 5.07480 -4.30808
H 3.46634 3.39490 -4.41865
H 4.70206 1.54702 -3.27462
H 3.65588 0.46109 -1.30569
C -4.22864 -3.12482 -1.51596
C -3.51999 -2.02389 -0.77946
Sb -1.41270 -1.77990 -1.52723
C -1.40792 -0.41920 -3.31191
C -2.68518 -0.54907 -4.09365
C -0.51010 -3.78464 -2.05973
C 0.22477 -3.75895 -3.36897
H -5.26054 -3.15130 -1.15082
H -3.80734 -4.10770 -1.31296
H -4.28031 -2.95348 -2.58886
H -3.43971 -2.22872 0.28571
H -3.97420 -1.04665 -0.93542
H -0.53567 -0.71484 -3.88962
H -1.26400 0.58429 -2.91969
H -2.82163 -1.54785 -4.50226
H -2.63341 0.13450 -4.94678
H -3.56499 -0.26231 -3.51959
H -1.37551 -4.44460 -2.08844
H 0.12904 -4.05856 -1.22241
H -0.42646 -3.50960 -4.20385
H 0.60492 -4.76621 -3.56164
H 1.08954 -3.09626 -3.36523
```

Output
net charge	+4
M	850.693	g/mol
LUMO (alpha / beta)	-12.9 / -14.1	eV
HOMO energy (alpha / beta)	-19.43 / -18.84	eV
DFT total energy	-55574.0334	eV
energy relative to the best compared isomer or geometry (same formula, charge and spin)	5.3	kJ/mol
Kohn-Sham gap (alpha / beta)	0.2387 / 0.1727	Ha

# C33H41N8O14

8 unconnected molecules or ions with the total composition C33H41N8O14 (ωB97M-V with the def2-TZVPD basis set, OMol25).

The geometry in XYZ format:
```
96
Properties=species:S:1:pos:R:3
N -0.36429 0.38250 0.38322
O 0.79271 0.47850 0.16722
O -1.17329 0.34650 -0.50178
O -0.72529 -0.11450 1.49722
C 3.74771 2.56150 2.86822
C 2.28671 2.18150 3.15422
C 1.79871 2.34850 4.69522
C 2.74071 2.84950 5.75022
C 4.16471 3.17250 5.34922
C 4.52571 2.99050 3.91422
N 2.34771 3.15050 7.20422
O 2.75471 4.14950 7.69422
O 1.61571 2.22150 7.73122
H 4.20571 2.70650 1.93322
H 1.63871 2.16350 2.41222
H 0.91871 2.03550 4.99522
H 4.91571 3.44650 6.10922
H 5.62171 3.48050 3.75222
C -3.26929 -2.18550 3.02222
C -3.90329 -3.26350 3.94922
C -5.51629 -3.46050 3.74222
C -6.28429 -2.56950 2.78822
C -5.45629 -1.64350 1.73322
C -3.99129 -1.50550 1.91122
N -7.76229 -2.41050 2.86422
O -8.32029 -3.01850 3.84122
O -8.31529 -2.12550 1.81722
H -2.34029 -2.01550 3.30222
H -3.39829 -3.78850 4.62322
H -6.05629 -4.05550 4.33822
H -5.78929 -1.01150 0.99122
H -3.43029 -0.85050 1.35522
C 1.43071 2.28450 -4.06378
C 1.50871 3.70350 -4.53178
C 1.72371 4.74250 -3.50478
C 2.05471 4.27150 -1.98078
C 1.96471 2.77050 -1.64678
C 1.49671 1.85450 -2.74978
N 2.66971 5.15950 -1.02078
O 2.90171 4.67350 0.11622
O 2.74171 6.32950 -1.27878
H 1.07871 1.66950 -4.68878
H 1.47671 4.00750 -5.72278
H 2.08371 5.75950 -3.60278
H 2.08571 2.39650 -0.60478
H 1.39071 0.75450 -2.59278
C -4.66929 1.34750 -3.41378
C -4.96229 2.55450 -4.31778
C -4.13029 3.80550 -4.38278
C -3.10529 3.90150 -3.28478
C -2.73929 2.64750 -2.30978
C -3.64629 1.49350 -2.51778
N -2.24129 5.17250 -3.13278
O -2.28029 5.98750 -4.06878
O -1.99529 5.34950 -1.91778
H -5.35329 0.63550 -3.41578
H -5.67229 2.44850 -5.01678
H -4.15029 4.62950 -5.02078
H -2.09929 2.74950 -1.53978
H -3.47929 0.82150 -1.65278
C 5.30371 -2.70450 1.90022
O 5.73571 -3.89950 2.09022
N 4.05171 -2.39950 2.23922
C 3.39371 -1.04450 1.96622
C 3.12971 -3.34750 2.93522
H 5.68171 -1.86550 1.45922
H 3.33971 -1.12250 0.81822
H 4.27371 -0.13550 2.28622
H 2.45371 -0.94050 2.20322
H 3.36171 -3.86650 3.81622
H 3.06171 -4.22850 2.34322
H 2.20471 -2.79150 3.25722
C 2.07971 -4.24150 -0.85378
O 2.65771 -5.20050 -1.35178
N 0.90471 -4.23050 -0.32978
C 0.29371 -2.95050 0.33722
C 0.07671 -5.40050 -0.39778
H 2.52071 -3.21250 -0.81078
H 0.87971 -1.97250 0.37422
H 0.11271 -2.97850 1.44122
H -0.78929 -2.76050 -0.02278
H -0.61429 -5.41650 0.58122
H 0.54571 -6.38550 -0.23178
H -0.57829 -5.38750 -1.22378
C -0.61829 -2.26750 -5.36778
O -1.89329 -2.23050 -5.43478
N 0.12871 -1.90850 -4.34278
C 1.54571 -2.11950 -4.31478
C -0.59229 -1.30450 -3.21978
H -0.33829 -2.43850 -6.33478
H 2.16971 -1.68450 -5.09478
H 1.78571 -3.18650 -4.24378
H 1.88571 -1.57150 -3.37578
H -0.03529 -1.57650 -2.28478
H -1.55729 -1.53750 -2.87278
H -0.62529 -0.25950 -3.46278
```

Output
net charge	-1
M	773.733	g/mol
LUMO	0.5	eV
HOMO energy	-6.55	eV
DFT total energy	-75440.3982	eV
energy relative to the best compared isomer or geometry (same formula, charge and spin)	335.8	kJ/mol
Kohn-Sham gap	0.2595	Ha

> What is the formula in the fifth record?

C33H41N8O14